1.
Formula: C39H50N5O4OsSSe
Source: OMol25
Level of theory: ωB97M-V/def2-TZVPD

Geometry as XYZ:
```
101
C39H50N5O4OsSSe, DFT ωB97M-V/def2-TZVPD
Os 2.00389 0.19413 -0.89014
C -5.27076 1.86029 -3.62078
C -4.21520 2.79005 -2.94887
C -3.77764 3.72789 -4.04427
C -4.79947 3.54143 -1.77518
C -3.09120 1.88696 -2.41907
C -1.91977 2.45972 -1.83983
C -0.87061 1.75731 -1.30901
Se 0.56121 2.70018 -0.47785
C 0.40866 2.12041 1.29818
C -0.50058 2.75270 2.08774
C -0.79865 2.33851 3.41360
C -0.09775 1.26974 3.92316
C 0.86033 0.56929 3.14543
C 1.11483 0.97768 1.84864
O 2.01611 0.39437 0.98781
C 1.52293 -0.73136 3.61006
C 3.08636 -0.52916 3.69027
C 1.07928 -1.92542 2.66976
C 1.09769 -0.95346 5.05901
C -1.97906 2.84832 4.31469
C -1.89945 2.19826 5.65236
C -3.33980 2.75395 3.69705
C -1.80556 4.44192 4.53448
C -0.95709 0.35110 -1.31259
O 0.14883 -0.35708 -0.89717
C -2.10946 -0.26561 -1.77053
C -3.14235 0.48914 -2.40156
C -2.40724 -1.82872 -1.90500
C -2.14700 -2.35377 -0.46559
C -1.35278 -2.32202 -2.93406
C -3.75700 -2.29215 -2.35555
H -6.05875 2.51281 -3.99192
H -5.65054 1.04321 -2.96630
H -4.76182 1.35777 -4.45560
H -4.57331 4.11001 -4.67058
H -3.16659 3.20726 -4.77146
H -3.18911 4.58386 -3.78292
H -5.28247 4.40608 -2.18897
H -4.03052 3.92948 -1.05007
H -5.49302 2.97624 -1.09179
H -1.84902 3.54650 -1.80039
H -0.94538 3.62231 1.64347
H -0.12669 1.03441 4.94461
H 3.51222 -0.59202 2.68333
H 3.54086 -1.34210 4.26636
H 3.32661 0.41339 4.13418
H 1.48795 -1.91426 1.66806
H -0.01479 -2.02241 2.68533
H 1.42461 -2.80862 3.17658
H 1.23798 -0.06704 5.79989
H 1.56311 -1.85195 5.46024
H 0.04243 -1.21429 5.10336
H -2.09004 1.12542 5.63128
H -2.84076 2.48910 6.28803
H -0.99353 2.45019 6.22262
H -3.59204 1.69092 3.46493
H -3.38773 3.29416 2.73741
H -4.14581 3.03361 4.45340
H -0.83918 4.71073 4.85513
H -2.63392 4.77092 5.09142
H -1.96180 4.83851 3.54817
H -3.97185 0.00247 -2.81600
H -1.10909 -2.13452 -0.18480
H -2.37319 -3.44003 -0.42028
H -2.77290 -1.84799 0.23017
H -0.41068 -2.19629 -2.53169
H -1.47549 -1.80632 -3.88944
H -1.58902 -3.40928 -3.16548
H -4.61395 -1.98038 -1.64982
H -3.85420 -3.36953 -2.46440
H -4.06800 -1.91336 -3.35895
S 1.81720 -0.01106 -3.44643
C 3.47510 -0.14032 -3.85708
N 4.08380 1.01403 -4.24390
C 5.39443 1.16255 -4.50316
C 6.18039 0.06344 -4.33464
C 5.54124 -1.13210 -4.03743
N 4.23426 -1.20683 -3.72242
H 3.53953 1.87174 -4.36689
H 5.75681 2.10721 -4.91656
H 7.18224 0.12098 -4.53264
H 6.01920 -2.11037 -4.12928
N 3.30396 -6.33004 1.61689
C 3.30418 -6.19442 0.28803
O 3.42185 -7.08708 -0.52725
C 3.10203 -4.79385 -0.18290
C 3.96043 -3.83881 0.22329
C 3.72246 -2.51085 -0.14681
N 2.70739 -2.16842 -0.92485
C 1.95342 -3.15181 -1.41360
C 2.10463 -4.43961 -1.05799
H 3.43965 -7.25850 1.90502
H 2.83711 -5.60175 2.16952
H 4.75618 -4.05672 0.90322
H 4.39336 -1.62836 0.14570
H 1.19591 -2.82016 -2.16110
H 1.40344 -5.18228 -1.46783
O 6.19202 1.45884 -0.80843
C 5.07946 1.07714 -0.87060
N 3.96603 0.68380 -1.00219
```

Output
charge = +1
largest force on an atom = 3.550 eV/A
multiplicity = 5
frontier orbital gap (spin up / spin down) = 6.5 / 6.1 eV
HOMO energy (spin up / spin down) = -10.288 / -10.422 eV
<S²> = 6.02
DFT total energy = -4980.86613 Eh

These are the Löwdin partial charges, in e, on atoms 1 to 99: number 1, Os, carries 1.503; number 2, C, carries -0.050; number 3, C, carries -0.558; number 4, C, carries -0.061; number 5, C, carries -0.045; number 6, C, carries -0.129; number 7, C, carries -0.063; number 8, C, carries -0.437; number 9, Se, carries 1.162; number 10, C, carries -0.436; number 11, C, carries -0.056; number 12, C, carries -0.105; number 13, C, carries 0.028; number 14, C, carries -0.089; number 15, C, carries -0.272; number 16, O, carries -0.337; number 17, C, carries -0.486; number 18, C, carries -0.022; number 19, C, carries -0.003; number 20, C, carries -0.080; number 21, C, carries -0.545; number 22, C, carries -0.095; number 23, C, carries -0.070; number 24, C, carries -0.016; number 25, C, carries -0.331; number 26, O, carries -0.367; number 27, C, carries -0.054; number 28, C, carries 0.047; number 29, C, carries -0.509; number 30, C, carries -0.032; number 31, C, carries -0.031; number 32, C, carries -0.086; number 33, H, carries 0.088; number 34, H, carries 0.093; number 35, H, carries 0.093; number 36, H, carries 0.086; number 37, H, carries 0.089; number 38, H, carries 0.079; number 39, H, carries 0.076; number 40, H, carries 0.091; number 41, H, carries 0.107; number 42, H, carries 0.108; number 43, H, carries 0.100; number 44, H, carries 0.057; number 45, H, carries 0.063; number 46, H, carries 0.083; number 47, H, carries 0.082; number 48, H, carries 0.048; number 49, H, carries 0.095; number 50, H, carries 0.067; number 51, H, carries 0.130; number 52, H, carries 0.081; number 53, H, carries 0.083; number 54, H, carries 0.084; number 55, H, carries 0.128; number 56, H, carries 0.101; number 57, H, carries 0.097; number 58, H, carries 0.086; number 59, H, carries 0.112; number 60, H, carries 0.071; number 61, H, carries 0.065; number 62, H, carries 0.062; number 63, H, carries 0.057; number 64, H, carries 0.065; number 65, H, carries 0.097; number 66, H, carries 0.076; number 67, H, carries -0.012; number 68, H, carries 0.097; number 69, H, carries 0.113; number 70, H, carries 0.124; number 71, H, carries 0.084; number 72, H, carries 0.093; number 73, S, carries 0.659; number 74, C, carries -0.792; number 75, N, carries 0.084; number 76, C, carries -0.004; number 77, C, carries -0.002; number 78, C, carries -0.031; number 79, N, carries 0.111; number 80, H, carries 0.162; number 81, H, carries 0.158; number 82, H, carries 0.096; number 83, H, carries 0.137; number 84, N, carries 0.199; number 85, C, carries -0.521; number 86, O, carries 0.097; number 87, C, carries -0.152; number 88, C, carries 0.003; number 89, C, carries -0.119; number 90, N, carries -0.043; number 91, C, carries -0.129; number 92, C, carries 0.019; number 93, H, carries 0.107; number 94, H, carries 0.134; number 95, H, carries 0.123; number 96, H, carries 0.127; number 97, H, carries 0.095; number 98, H, carries 0.148; number 99, O, carries 0.115

=====

2.
Formula: C27H12Br2Cl72NO6
Source: OMol25
Level of theory: ωB97M-V/def2-TZVPD

Geometry as XYZ:
```
120
C27H12Br2Cl72NO6, DFT ωB97M-V/def2-TZVPD
C 4.51191 -2.25766 1.47277
C 3.37515 -2.79268 0.69701
O 3.33936 -3.89335 0.22929
O 2.36846 -1.89860 0.56789
C 1.56884 -1.99834 -0.55288
O 2.05190 -2.09543 -1.63680
C 0.09402 -1.84486 -0.28529
N -0.24374 -2.12211 1.09661
C -1.00693 -1.04706 1.68779
O -2.10251 -0.62692 0.89782
C -1.45268 -1.24820 3.13325
O -2.69440 -1.34022 3.27729
O -0.55396 -1.23170 3.96778
C -0.57184 -3.48457 1.34896
Br 0.37664 -4.24396 2.90353
C -2.07607 -3.83412 1.35268
C -2.63926 -4.44453 2.60797
Br -2.36663 -5.14453 -0.11748
H 5.24910 -1.87586 0.77931
H 4.98812 -3.03849 2.04240
H 4.23251 -1.44734 2.12510
H -0.46130 -2.43300 -1.00300
H -0.07718 -0.78936 -0.43464
H -0.34580 -0.19140 1.70482
H -2.89051 -0.94928 1.36054
H -0.12310 -4.04942 0.55880
H -2.69758 -3.00487 1.08772
H -2.41840 -5.49279 2.67805
H -3.71266 -4.37013 2.54875
H -2.34046 -3.89441 3.48151
C -5.74042 -7.41751 0.24245
Cl -4.24439 -8.34743 0.31900
Cl -5.62316 -6.01380 1.29102
Cl -6.01977 -6.89379 -1.42158
Cl -7.08714 -8.44279 0.76948
C 0.61399 2.54367 -1.59590
Cl -0.60021 3.81208 -1.78246
Cl 1.33890 2.64802 0.00553
Cl -0.13422 0.96289 -1.77614
Cl 1.86308 2.73573 -2.83387
C 5.04044 -1.83835 5.78072
Cl 5.17518 -1.58669 7.52796
Cl 3.39290 -1.55872 5.28245
Cl 6.14784 -0.72195 4.95245
Cl 5.54010 -3.50669 5.41676
C -4.33997 2.04630 4.18496
Cl -3.35159 1.65186 2.79717
Cl -5.51257 3.30715 3.73667
Cl -5.19570 0.60640 4.72978
Cl -3.32173 2.65545 5.49513
C 8.15785 -4.28554 0.91216
Cl 9.27184 -2.96551 0.53428
Cl 9.08023 -5.76970 1.18143
Cl 7.23703 -3.87612 2.35390
Cl 7.03170 -4.52038 -0.42282
C 7.69408 -1.74594 -3.46918
Cl 8.78826 -0.41630 -3.86992
Cl 8.63408 -3.22043 -3.22530
Cl 6.80564 -1.34927 -2.00031
Cl 6.55551 -1.98888 -4.79500
C -1.78880 7.85848 -0.54562
Cl -2.33915 6.52967 -1.56591
Cl -0.70314 7.23466 0.69419
Cl -0.92813 9.02328 -1.55729
Cl -3.17820 8.63468 0.21589
C -9.19203 3.80653 5.21546
Cl -8.77628 4.96605 6.48083
Cl -8.42685 2.26334 5.55210
Cl -10.94746 3.60004 5.16183
Cl -8.64130 4.43118 3.65259
C -0.57424 11.32634 -4.94386
Cl -1.15957 9.95336 -5.88400
Cl 0.54560 10.75520 -3.70691
Cl 0.23843 12.46636 -6.02162
Cl -1.93455 12.12738 -4.15516
C -7.25138 6.78156 -0.05223
Cl -5.94288 6.13885 -1.04221
Cl -8.78069 6.63172 -0.92204
Cl -7.34618 5.87777 1.46049
Cl -6.94152 8.48373 0.30170
C -0.11302 -3.26649 -4.39015
Cl -0.94168 -3.76077 -5.87694
Cl 0.66592 -1.70824 -4.66147
Cl -1.30140 -3.12498 -3.08958
Cl 1.08681 -4.47548 -3.95261
C 5.36802 4.03596 0.77797
Cl 4.72935 5.46288 1.59884
Cl 7.11920 4.19330 0.60952
Cl 4.99304 2.58462 1.71423
Cl 4.62531 3.88944 -0.81132
C -9.05512 -11.98931 2.05617
Cl -7.52336 -12.58737 1.42212
Cl -10.36683 -13.04293 1.52110
Cl -9.01165 -11.96336 3.82369
Cl -9.32654 -10.35411 1.45792
C 4.45529 11.04921 -6.34897
Cl 4.36648 12.81330 -6.28559
Cl 2.82640 10.38838 -6.42813
Cl 5.36775 10.55908 -7.77865
Cl 5.26443 10.45068 -4.90034
C -4.52448 -13.93560 3.74183
Cl -4.94603 -15.22719 2.61076
Cl -3.51162 -14.59261 5.03055
Cl -3.64525 -12.67064 2.88601
Cl -5.99916 -13.25911 4.42768
C 5.51419 5.51683 5.88701
Cl 7.25282 5.83351 5.91390
Cl 5.01680 4.84002 7.43865
Cl 4.65001 7.03403 5.60475
Cl 5.14380 4.38724 4.59182
C 1.13355 4.36351 -6.62657
Cl 2.52146 5.45592 -6.69312
Cl 1.70432 2.70899 -6.42152
Cl 0.09200 4.81990 -5.28188
Cl 0.22603 4.47974 -8.14038
C 4.36652 0.64376 -8.88092
Cl 6.10797 0.93420 -8.86599
Cl 3.87584 -0.05883 -7.33713
Cl 3.51631 2.16666 -9.13154
Cl 3.96909 -0.47654 -10.18605
```

Output
charge = -1
largest force on an atom = 1.561 eV/A
frontier orbital gap = 6.8 eV
HOMO energy = -5.728 eV
DFT total energy = -39823.95803 Eh

These are the Löwdin partial charges, in e, on atoms 1 to 99: number 1, C, carries -0.003; number 2, C, carries -0.515; number 3, O, carries 0.127; number 4, O, carries 0.108; number 5, C, carries -0.402; number 6, O, carries 0.117; number 7, C, carries -0.119; number 8, N, carries -0.101; number 9, C, carries -0.321; number 10, O, carries -0.060; number 11, C, carries -0.723; number 12, O, carries -0.086; number 13, O, carries -0.022; number 14, C, carries -0.682; number 15, Br, carries 0.748; number 16, C, carries -0.660; number 17, C, carries -0.220; number 18, Br, carries 0.661; number 19, H, carries 0.074; number 20, H, carries 0.006; number 21, H, carries 0.071; number 22, H, carries 0.047; number 23, H, carries 0.020; number 24, H, carries 0.146; number 25, H, carries 0.058; number 26, H, carries 0.038; number 27, H, carries 0.069; number 28, H, carries 0.052; number 29, H, carries 0.038; number 30, H, carries 0.054; number 31, C, carries -2.050; number 32, Cl, carries 0.510; number 33, Cl, carries 0.547; number 34, Cl, carries 0.520; number 35, Cl, carries 0.469; number 36, C, carries -2.011; number 37, Cl, carries 0.497; number 38, Cl, carries 0.540; number 39, Cl, carries 0.638; number 40, Cl, carries 0.497; number 41, C, carries -2.055; number 42, Cl, carries 0.511; number 43, Cl, carries 0.581; number 44, Cl, carries 0.500; number 45, Cl, carries 0.500; number 46, C, carries -2.035; number 47, Cl, carries 0.611; number 48, Cl, carries 0.461; number 49, Cl, carries 0.537; number 50, Cl, carries 0.521; number 51, C, carries -2.033; number 52, Cl, carries 0.513; number 53, Cl, carries 0.527; number 54, Cl, carries 0.555; number 55, Cl, carries 0.531; number 56, C, carries -2.056; number 57, Cl, carries 0.517; number 58, Cl, carries 0.505; number 59, Cl, carries 0.516; number 60, Cl, carries 0.523; number 61, C, carries -2.043; number 62, Cl, carries 0.491; number 63, Cl, carries 0.543; number 64, Cl, carries 0.491; number 65, Cl, carries 0.520; number 66, C, carries -2.044; number 67, Cl, carries 0.525; number 68, Cl, carries 0.529; number 69, Cl, carries 0.518; number 70, Cl, carries 0.449; number 71, C, carries -2.055; number 72, Cl, carries 0.531; number 73, Cl, carries 0.488; number 74, Cl, carries 0.505; number 75, Cl, carries 0.531; number 76, C, carries -2.046; number 77, Cl, carries 0.521; number 78, Cl, carries 0.528; number 79, Cl, carries 0.486; number 80, Cl, carries 0.514; number 81, C, carries -2.037; number 82, Cl, carries 0.509; number 83, Cl, carries 0.526; number 84, Cl, carries 0.564; number 85, Cl, carries 0.553; number 86, C, carries -2.052; number 87, Cl, carries 0.501; number 88, Cl, carries 0.526; number 89, Cl, carries 0.509; number 90, Cl, carries 0.511; number 91, C, carries -2.040; number 92, Cl, carries 0.515; number 93, Cl, carries 0.528; number 94, Cl, carries 0.509; number 95, Cl, carries 0.501; number 96, C, carries -2.061; number 97, Cl, carries 0.517; number 98, Cl, carries 0.498; number 99, Cl, carries 0.524

=====

Number 1: molecular weight 954.12 g/mol. Number 2: molecular weight 3158.82 g/mol.